Entry from the OMol25 dataset: C48H50GeN2O5PdTe as an isolated structure (wB97M-V/def2-TZVPD).

The geometry in ORCA input format:
```
! RIJCOSX wB97M-V def2-TZVPD def2/J DEFGRID3
* xyz -1 4
Te -1.756 1.379 -0.266
Pd 0.819 2.535 0.481
Ge 1.151 -2.857 1.757
O 1.804 4.261 -0.516
O 0.719 0.083 1.181
O 1.549 1.562 2.590
O 3.712 5.402 -0.559
O -2.079 1.777 2.418
N -1.107 3.084 0.863
N 3.083 1.986 0.016
C 3.328 -1.002 -1.394
C 0.806 -0.507 3.501
C -1.865 5.417 4.765
C -0.008 -4.068 0.668
C -1.061 -4.739 1.281
C 4.651 -1.204 -1.037
C 2.225 -4.201 4.234
C -1.093 3.875 3.090
C 0.524 0.849 -2.421
C 3.029 4.431 -0.275
C -0.171 2.127 -2.767
C 0.192 2.841 -3.899
C 0.080 -1.753 3.046
C 2.780 -5.253 4.942
C -2.309 -1.674 0.070
C -1.543 -5.930 -0.744
C 1.033 0.454 2.338
C -4.276 -3.240 -4.264
C 2.091 -4.254 2.853
C 2.551 -5.392 2.199
C 3.925 -2.344 0.944
C -1.341 4.565 -3.313
C 3.726 3.226 0.450
C 0.264 -4.353 -0.663
C 2.597 -2.150 0.593
C -1.737 3.861 -2.181
C -0.495 -5.273 -1.367
C -3.816 -2.119 -3.373
C 3.097 -6.454 2.895
C 0.135 4.534 3.048
C -2.940 -0.026 -1.719
C -1.421 2.795 2.107
C 3.214 -6.385 4.275
C -0.026 4.808 -5.444
C -3.831 1.664 -3.355
C -1.822 -5.662 0.586
C -0.641 6.064 4.734
C -3.249 -2.381 -2.134
C -3.564 0.251 -2.931
C 4.947 -1.887 0.130
C -2.734 4.460 -1.237
C 0.359 5.616 3.882
C -0.401 4.056 -4.199
C -2.088 4.318 3.955
C 2.311 -1.482 -0.589
C -1.178 2.607 -1.931
C -3.989 -0.795 -3.744
C -2.843 -1.355 -1.295
H 1.782 -0.739 3.933
H -3.289 3.670 -0.717
H -1.289 -4.525 2.317
H -3.425 5.123 -1.756
H -2.653 5.776 5.415
H 0.918 4.185 2.356
H -4.466 -0.565 -4.688
H 0.595 4.197 -6.099
H -0.848 -1.456 2.565
H 3.090 -0.475 -2.307
H 0.962 2.453 -4.554
H -2.743 -0.985 0.797
H -0.268 -5.482 -2.404
H -4.715 1.708 -3.990
H 1.316 6.119 3.867
H 3.397 1.192 0.568
H 5.446 -0.834 -1.670
H -2.142 -6.649 -1.288
H -5.334 -3.451 -4.097
H -1.223 -1.547 0.100
H -2.200 5.033 -0.478
H 1.080 -3.840 -1.159
H -0.463 6.916 5.377
H 5.979 -2.063 0.401
H -0.917 5.108 -5.995
H 4.164 -2.869 1.859
H 3.646 -7.209 4.826
H 4.803 3.257 0.232
H -1.772 5.539 -3.513
H 1.280 -1.328 -0.866
H 1.058 0.998 -1.463
H -2.644 -6.170 1.075
H -3.995 2.267 -2.466
H -4.164 -2.978 -5.315
H 1.883 -3.323 4.767
H -2.546 -2.696 0.350
H 2.860 -5.196 6.020
H 0.230 0.034 4.256
H 0.531 5.708 -5.187
H 3.417 -7.342 2.365
H -3.709 -4.145 -4.055
H 1.235 0.567 -3.196
H -0.208 0.047 -2.299
H 2.460 -5.441 1.122
H -3.041 3.807 3.970
H -0.159 -2.383 3.905
H -3.129 -3.406 -1.811
H 3.573 3.349 1.528
H 3.305 1.814 -0.963
H -2.987 2.083 -3.902
*
```

Calculated values
M, g/mol: 1041.6
LUMO level (alpha / beta), eV: 2.32 / 1.01
Energy above the lowest of the compared OMol25 structures with the same formula, charge and spin, kcal/mol: 25.7

Here are the Mulliken charges for atoms 1 to 2, given in e:
1. Te 0.996
2. Pd 0.513